Entry 1:
Below is a molecular structure, C27H44AlBeBrClF7MgN2O6 in a non-equilibrium geometry, with properties calculated with ωB97M-V with the def2-TZVPD basis set.

Element x y z (Å)
C (3.0475, 1.3006, 1.7190)
C (1.9237, 0.4607, 2.3090)
F (2.2092, 0.2786, 3.6657)
C (0.5995, 1.2342, 2.2043)
C (-0.5637, 0.3442, 1.8815)
C (-1.7463, 0.4718, 2.5921)
C (-1.9269, 1.4973, 3.6981)
C (-2.6165, 2.7345, 3.1192)
F (-2.7549, 0.9021, 4.6246)
C (-2.8479, -0.3540, 2.3232)
C (-2.7310, -1.2898, 1.3390)
N (-1.5975, -1.4074, 0.6464)
C (-0.5460, -0.6383, 0.8919)
O (0.5289, -0.8609, 0.1062)
H (2.9187, 2.3115, 2.1210)
H (4.0114, 0.9054, 2.0454)
H (2.9491, 1.3483, 0.6324)
H (1.8949, -0.5355, 1.8771)
H (0.4673, 1.7065, 3.1753)
H (0.6555, 2.0699, 1.4991)
H (-1.0164, 1.7410, 4.2345)
H (-3.3533, 2.4325, 2.3475)
H (-1.8618, 3.3159, 2.5839)
H (-3.0963, 3.3316, 3.9077)
H (-3.7594, -0.2274, 2.8874)
H (-3.5597, -1.9315, 1.0807)
H (-1.5481, -2.1690, -0.1291)
H (0.6777, -0.0803, -0.4450)
F (4.6405, -0.4144, 3.4510)
O (5.8836, 2.3567, 0.0827)
C (6.1093, 1.1966, -0.0979)
O (5.1241, 0.2820, -0.2789)
C (5.6854, -1.0397, -0.3598)
C (7.1363, -0.8306, -0.7728)
C (7.4602, 0.5129, -0.1197)
H (5.5954, -1.5122, 0.6208)
H (5.1259, -1.6253, -1.0876)
H (7.7916, -1.6426, -0.4656)
H (7.2044, -0.7372, -1.8582)
H (7.8085, 0.3954, 0.9069)
H (8.1758, 1.0900, -0.6981)
Be (-5.2656, 3.2575, 3.0759)
C (0.5330, 0.3346, 5.8818)
C (-0.4336, -0.7933, 5.5448)
O (0.1667, -2.0962, 5.5809)
C (0.3480, -2.7923, 6.7530)
O (-0.8202, -2.8951, 7.4871)
C (1.6012, -2.2299, 7.5698)
F (2.6522, -1.8489, 6.6270)
F (2.1664, -3.1342, 8.3571)
F (1.3658, -1.1703, 8.3028)
H (1.5169, 0.1571, 5.4470)
H (0.1542, 1.2816, 5.5036)
H (0.6554, 0.4567, 6.9542)
H (-0.7424, -0.6635, 4.5090)
H (-1.3423, -0.7310, 6.1426)
H (0.7430, -3.7438, 6.3719)
Br (-0.1705, -3.8926, 8.8910)
Al (3.6323, -1.6864, 4.9289)
C (-1.7551, 1.1475, -8.0320)
C (-2.0820, 1.4087, -6.5423)
C (-3.5643, 1.0865, -6.2827)
C (-3.9506, -0.4015, -6.3240)
C (-2.7954, -1.3404, -5.9343)
C (-1.7094, -0.7103, -5.0627)
N (-1.1790, 0.5084, -5.7661)
O (-0.2785, 1.0536, -5.2050)
C (-0.5834, -1.7450, -4.9455)
C (-2.2594, -0.4305, -3.6709)
C (-1.8788, 2.8907, -6.2751)
H (-0.7147, 1.3906, -8.2507)
H (-2.3841, 1.7651, -8.6687)
H (-1.9165, 0.1056, -8.3155)
H (-3.8449, 1.4881, -5.3078)
H (-4.1732, 1.6285, -7.0036)
H (-4.8053, -0.5599, -5.6579)
H (-4.3017, -0.6662, -7.3221)
H (-3.1837, -2.2171, -5.4236)
H (-2.3435, -1.7186, -6.8565)
H (-0.1190, -1.9367, -5.9149)
H (-0.9836, -2.6868, -4.5739)
H (0.1945, -1.4223, -4.2555)
H (-2.6342, -1.4346, -3.2210)
H (-3.0974, 0.2698, -3.6668)
H (-1.4939, -0.0340, -3.0059)
H (-2.5450, 3.4628, -6.9166)
H (-0.8629, 3.2160, -6.4929)
H (-2.1077, 3.1455, -5.2386)
F (-6.2956, 3.6190, 5.0657)
Cl (-2.8167, -2.2671, -1.5937)
Mg (-4.3946, -3.3492, -5.5281)

Results
Total charge = +2
LUMO energy = -9.76 eV
E_tot = -157980.4628 eV
Kohn-Sham gap = 0.050 hartree
Molar mass = 801.30 g/mol

The net atomic charges from Mulliken, expressed in e, are:
1. C -1.199
2. C 0.320
3. F -0.292
4. C -0.903
5. C 0.626
6. C 0.099
7. C 1.439
8. C -2.179
9. F -0.324
10. C -0.662
11. C -0.740
12. N 0.319
13. C -0.020
14. O -0.628
15. H 0.259
16. H 0.187
17. H 0.361
18. H 0.316
19. H 0.396
20. H 0.503
21. H -0.261
22. H 0.300
23. H 0.348
24. H 0.722
25. H 0.586
26. H 0.485
27. H 0.376
28. H 0.364
29. F -0.718
30. O -0.593
31. C 0.508
32. O -0.229
33. C -0.402
34. C -0.538
35. C -0.448
36. H 0.246
37. H 0.306
38. H 0.330
39. H 0.261
40. H 0.269
41. H 0.316
42. Be 0.894
43. C -1.012
44. C 0.491
45. O -0.300
46. C -0.025
47. O -0.464
48. C 0.492
49. F 0.035
50. F -0.199
51. F -0.221
52. H -0.008
53. H 0.527
54. H 0.415
55. H -0.296
56. H 0.357
57. H 0.508
58. Br 0.058
59. Al 0.578
60. C -1.536
61. C 1.011
62. C -1.386
63. C -0.653
64. C -1.324
65. C 1.854
66. N 1.005
67. O -0.392
68. C -1.768
69. C -1.365
70. C -1.724
71. H 0.432
72. H 0.409
73. H 0.362
74. H 0.408
75. H 0.624
76. H 0.539
77. H 0.506
78. H -0.103
79. H 0.510
80. H 0.481
81. H 0.368
82. H 0.446
83. H -0.055
84. H 0.363
85. H 0.566
86. H 0.421
87. H 0.413
88. H 0.443
89. F -0.533
90. Cl -0.693
91. Mg 0.437



Entry 2:
Below is a molecular structure, C27H44BIrN2P2S5, with properties calculated with ωB97M-V with the def2-TZVPD basis set.

Element x y z (Å)
Ir (-0.6061, 0.7413, -0.4922)
C (-3.0981, -2.1490, -2.3079)
C (-3.2618, -1.6279, -0.8786)
C (-4.0903, -0.3459, -0.9464)
C (-4.0834, -2.6274, -0.0443)
P (-1.6037, -1.2616, -0.0636)
C (-2.0708, -1.2165, 1.7460)
N (-1.0339, -0.4210, 2.3431)
B (-0.2602, 0.4381, 1.4891)
N (0.9486, 0.6961, 2.2248)
C (2.0666, 1.3668, 1.6119)
P (1.7056, 1.3725, -0.2226)
C (3.1870, 0.4599, -0.9494)
C (4.5918, 0.9466, -0.5495)
C (3.0498, 0.4539, -2.4721)
C (3.0880, -0.9694, -0.4233)
C (1.8112, 3.2208, -0.6667)
C (1.1642, 3.5118, -2.0234)
C (1.0424, 4.0435, 0.3856)
C (3.2431, 3.7585, -0.6847)
C (0.9071, 0.0216, 3.4373)
C (1.8309, -0.0704, 4.4592)
C (1.5309, -0.8851, 5.5524)
C (0.3337, -1.5821, 5.6171)
C (-0.6101, -1.4854, 4.5927)
C (-0.3222, -0.6797, 3.5100)
C (-0.5178, -2.7933, -0.1859)
C (0.5355, -2.6646, 0.9269)
C (0.1361, -2.8049, -1.5718)
C (-1.1930, -4.1514, 0.0371)
H (-4.0869, -2.1843, -2.7724)
H (-2.6825, -3.1539, -2.3495)
H (-2.4747, -1.4820, -2.9063)
H (-5.1006, -0.6110, -1.2677)
H (-3.6803, 0.3455, -1.6707)
H (-4.1658, 0.1602, 0.0179)
H (-5.0409, -2.7705, -0.5508)
H (-4.3057, -2.2412, 0.9507)
H (-3.6244, -3.6027, 0.0581)
H (-2.0998, -2.2279, 2.1607)
H (-3.0631, -0.7715, 1.8611)
H (3.0209, 0.8830, 1.8346)
H (2.1461, 2.3993, 1.9553)
H (4.8797, 1.8861, -1.0029)
H (5.3123, 0.1968, -0.8866)
H (4.7119, 1.0313, 0.5322)
H (3.2618, 1.4312, -2.9070)
H (2.0464, 0.1489, -2.7812)
H (3.7655, -0.2584, -2.8914)
H (3.1257, -1.0000, 0.6687)
H (3.9389, -1.5424, -0.8004)
H (2.1795, -1.4536, -0.7500)
H (0.0844, 3.3958, -1.9783)
H (1.5365, 2.8763, -2.8276)
H (1.3798, 4.5516, -2.2837)
H (0.0854, 3.5984, 0.6522)
H (0.8403, 5.0278, -0.0425)
H (1.6266, 4.2061, 1.2917)
H (3.7943, 3.4325, -1.5642)
H (3.8053, 3.4940, 0.2117)
H (3.1852, 4.8492, -0.7268)
H (2.7678, 0.4713, 4.4125)
H (2.2450, -0.9717, 6.3607)
H (0.1234, -2.2072, 6.4748)
H (-1.5483, -2.0238, 4.6511)
H (0.9730, -1.6734, 0.9859)
H (1.3370, -3.3829, 0.7354)
H (0.1093, -2.9000, 1.9043)
H (0.5782, -1.8427, -1.8170)
H (-0.5854, -3.0284, -2.3545)
H (0.9101, -3.5768, -1.5983)
H (-1.6962, -4.2070, 1.0041)
H (-0.4070, -4.9114, 0.0435)
H (-1.8967, -4.4237, -0.7462)
S (-5.6351, 3.8607, -4.6855)
C (-4.4006, 3.2988, -3.7762)
S (-4.3242, 3.4609, -2.0510)
C (-2.8426, 2.5617, -1.8011)
C (-2.2846, 1.9950, -2.9119)
S (-0.9196, 0.9743, -2.8638)
S (-3.1199, 2.3093, -4.4147)
S (-2.2067, 2.3064, -0.2374)

Results
Total charge = 0
LUMO energy (alpha / beta) = -1.19 / -1.19 eV
Relative energy (zero: lowest compared OMol25 entry of this formula, charge and spin) = 0.0 kJ/mol
E_tot = -107967.8980 eV
Kohn-Sham gap (alpha / beta) = 0.219 / 0.219 hartree
Molar mass = 821.98 g/mol

The net atomic charges from Mulliken, expressed in e, are:
1. Ir 0.665
2. C -1.827
3. C 2.262
4. C -1.626
5. C -1.875
6. P 0.387
7. C -1.534
8. N 0.871
9. B -0.873
10. N 0.189
11. C -1.632
12. P 1.034
13. C 2.006
14. C -1.786
15. C -1.879
16. C -1.862
17. C 2.231
18. C -1.791
19. C -1.789
20. C -1.950
21. C 0.741
22. C -0.756
23. C -0.761
24. C -0.706
25. C -0.870
26. C 0.343
27. C 2.580
28. C -1.876
29. C -1.820
30. C -2.103
31. H 0.536
32. H 0.351
33. H 0.232
34. H 0.664
35. H 0.190
36. H 0.261
37. H 0.568
38. H 0.336
39. H 0.322
40. H 0.382
41. H 0.499
42. H 0.568
43. H 0.429
44. H 0.377
45. H 0.535
46. H 0.255
47. H 0.293
48. H 0.285
49. H 0.510
50. H 0.240
51. H 0.683
52. H 0.227
53. H 0.297
54. H 0.251
55. H 0.543
56. H 0.120
57. H 0.553
58. H 0.466
59. H 0.261
60. H 0.316
61. H 0.572
62. H 0.456
63. H 0.398
64. H 0.402
65. H 0.477
66. H -0.233
67. H 0.698
68. H 0.437
69. H 0.204
70. H 0.396
71. H 0.483
72. H 0.326
73. H 0.541
74. H 0.364
75. S -0.233
76. C 0.119
77. S -0.061
78. C 0.019
79. C 0.221
80. S -0.490
81. S -0.082
82. S -0.553



Q: Among the records above, which one has the lowest molar mass?
A: C27H44AlBeBrClF7MgN2O6



Q: Which of these has the highest total charge?
A: C27H44AlBeBrClF7MgN2O6



Q: total charge of number 2 (C27H44BIrN2P2S5)?
A: 0